Entry 1:
The following is a quantum chemistry calculation of a gas-phase ion, C9H7N2O3S2 (charge -1), from the OMol25 dataset.

Last column: Mulliken charge in e.
Atoms and positions in Å:
1 C 4.265475 -0.257488 0.028183  -1.33
2 C 2.779777 -0.400937 0.169374  1.07
3 C 1.981956 -0.428529 -0.987282  -0.73
4 C 0.598397 -0.591938 -0.871271  -0.34
5 C -0.028137 -0.684377 0.362920  -0.06
6 S -1.844764 -0.936213 0.443039  1.11
7 O -2.156906 -1.807915 -0.665295  -0.65
8 O -2.062498 -1.444295 1.790252  -0.67
9 N -2.340886 0.672671 0.187106  -0.34
10 C -3.585164 1.110361 0.191034  0.55
11 O -4.632159 1.103355 0.845696  -0.60
12 S -3.772284 2.138335 -1.282356  -0.20
13 C -5.295250 2.621474 -1.840010  0.33
14 N -6.276814 3.032043 -2.348882  -0.51
15 C 0.766573 -0.675017 1.505661  -0.28
16 C 2.156449 -0.512224 1.431150  -0.67
17 H 4.684786 -0.244332 1.026079  0.36
18 H 4.696605 -1.071285 -0.551729  0.30
19 H 4.502684 0.666273 -0.493878  0.31
20 H 2.472291 -0.345069 -1.977289  0.29
21 H 0.006038 -0.654638 -1.766398  0.39
22 H 0.291222 -0.799819 2.465695  0.43
23 H 2.792604 -0.490438 2.338206  0.22

Cartesian forces (eV/Å) of the 3 atoms listed first:
-0.3 0.1 0.2
-0.8 0.0 0.0
-0.1 -0.2 0.4

Calculated values
DFT total energy (Eh): -1478.80323
Highest occupied orbital energy (eV): -5.795
Net charge: -1
Frontier orbital gap (eV): 8.52
E_LUMO (eV): 2.7
Strongest force on any atom (eV/Å): 3.8
Structure (SMILES): Cc1ccc([S@@](=O)([O-])=NC(=O)SC#N)cc1
Spin multiplicity: 1



Entry 2:
The following is a quantum chemistry calculation of a gas-phase ion, C2H3N2O3 (charge -1), from the OMol25 dataset.

Last column: Mulliken charge in e.
Atoms and positions in Å:
1 O 3.053094 -0.024393 0.046012  -0.54
2 C 1.910239 0.269808 -0.013029  0.59
3 N 0.874746 0.886388 0.002532  -0.32
4 C -0.571678 0.740085 -0.259232  -0.17
5 N -1.025893 -0.606100 -0.500062  -0.02
6 O -0.106801 -1.442452 -0.746808  -0.75
7 O -1.485112 -0.919007 0.972676  -0.53
8 H -1.102261 1.377038 0.470998  0.26
9 H -0.827902 1.168579 -1.251128  0.19
10 H -0.718434 -1.449947 1.278038  0.27

Cartesian forces (eV/Å) of the 3 atoms listed first:
0.0 -0.5 -0.1
-1.1 0.8 0.0
-0.2 0.0 0.1

Calculated values
DFT total energy (Eh): -413.16401
Highest occupied orbital energy (eV): -2.684
Energy above the lowest of the compared OMol25 structures with the same formula, charge and spin (eV): 4.276
Net charge: -1
Frontier orbital gap (eV): 6.68
E_LUMO (eV): 4.0
Strongest force on any atom (eV/Å): 2.8
Structure (SMILES): O=C=NCN([O-])O
Spin multiplicity: 1



Entry 3:
The following is a quantum chemistry calculation of a gas-phase ion, H2O2PS (charge -1), from the OMol25 dataset.

Last column: Mulliken charge in e.
Atoms and positions in Å:
1 O -1.111903 -1.867382 -0.483598  -0.65
2 S -1.040899 -0.430791 0.321872  0.40
3 O -2.016915 0.531913 -0.188312  -0.53
4 P 1.182651 0.390945 -0.482236  -0.22
5 H 1.949906 -0.232307 0.628860  0.00
6 H 1.037158 1.607624 0.203414  -0.01

Cartesian forces (eV/Å) of the 3 atoms listed first:
0.3 4.5 2.5
0.7 -4.8 -2.4
-0.1 0.5 -0.3

Calculated values
DFT total energy (Eh): -891.22064
Highest occupied orbital energy (eV): -3.125
Energy above the lowest of the compared OMol25 structures with the same formula, charge and spin (eV): 1.320
Net charge: -1
Frontier orbital gap (eV): 7.29
E_LUMO (eV): 4.2
Strongest force on any atom (eV/Å): 5.4
Structure (SMILES): O=S([O-])#[PH2]
Spin multiplicity: 1